Record 1
The following is a DFT calculation (ωB97M-V with the def2-TZVPD basis set) of a single C5H7NO molecule in a non-equilibrium geometry.

Results
- Frontier orbital gap (alpha / beta): 0.239 / 0.302 hartree

```
! wB97M-V def2-TZVPD RIJCOSX def2/J DEFGRID3
* xyz 0 1
O -2.28520 1.01417 -0.06846
C -1.02517 1.23733 -0.38262
C -0.64997 -0.13237 -0.88965
C 0.96860 -0.56692 -0.68089
C 1.37492 -0.12052 0.55267
C 0.20760 -0.77412 1.23544
N -0.28161 -1.24605 -0.10755
H -0.80693 1.99720 -1.17530
H -1.02750 -0.43652 -1.86813
H 1.47893 -0.81376 -1.60885
H -0.29619 1.48164 0.45609
H 2.34236 0.21415 0.92038
H -0.52292 -0.19531 1.80845
H 0.52309 -1.65893 1.80842
*
```

=====

Record 2
The following is a DFT calculation (ωB97M-V with the def2-TZVPD basis set) of a molecular structure, C5H7NO.

Results
- Frontier orbital gap: 0.303 hartree

```
! wB97M-V def2-TZVPD RIJCOSX def2/J DEFGRID3
* xyz 0 1
C -1.75624 0.14271 0.42675
N -0.33788 -0.08047 0.20877
C 0.25861 -1.23942 -0.13123
C 1.64259 -0.87097 -0.44895
C 1.87580 0.53691 -0.26916
C 0.62144 0.92194 0.13451
O 0.14560 2.16086 0.42040
H -2.14569 0.83418 -0.32477
H -1.91199 0.58006 1.41521
H -2.28785 -0.80844 0.36027
H -0.23173 -2.20323 -0.07529
H 2.39472 -1.64210 -0.60995
H 0.82403 -1.07225 -1.38423
H 0.90858 2.74022 0.27769
*
```

=====

Copy entry 1 word for word.
The following is a DFT calculation (ωB97M-V with the def2-TZVPD basis set) of a single C5H7NO molecule in a non-equilibrium geometry.

Results
- Frontier orbital gap (alpha / beta): 0.239 / 0.302 hartree

```
! wB97M-V def2-TZVPD RIJCOSX def2/J DEFGRID3
* xyz 0 1
O -2.28520 1.01417 -0.06846
C -1.02517 1.23733 -0.38262
C -0.64997 -0.13237 -0.88965
C 0.96860 -0.56692 -0.68089
C 1.37492 -0.12052 0.55267
C 0.20760 -0.77412 1.23544
N -0.28161 -1.24605 -0.10755
H -0.80693 1.99720 -1.17530
H -1.02750 -0.43652 -1.86813
H 1.47893 -0.81376 -1.60885
H -0.29619 1.48164 0.45609
H 2.34236 0.21415 0.92038
H -0.52292 -0.19531 1.80845
H 0.52309 -1.65893 1.80842
*
```